Here is C48H33CdCl2F4NO6P as an isolated structure from the Open Molecules 2025 dataset. Energies are from ωB97M-V with the def2-TZVPD basis set.

```
96
Properties=species:S:1:pos:R:3:forces:R:3
Cd -0.51299 0.10424 -0.28517 0.016 -0.143 -0.042
C -1.58758 -7.56261 0.70728 0.009 -0.019 0.031
C -2.40800 -6.76683 1.71292 -0.043 0.130 -0.046
C -2.15853 -7.26370 3.12762 0.091 -0.003 0.006
C -3.00264 -6.48921 4.12236 -0.031 -0.004 0.007
C -2.72758 -5.01737 3.99166 0.029 0.030 -0.045
C -2.86934 -4.16599 5.06318 -0.022 0.009 0.003
C -2.61439 -2.80694 4.91493 -0.007 0.010 0.062
F -2.77007 -2.01350 5.99911 0.005 -0.032 -0.038
C -2.21802 -2.27037 3.72634 -0.003 -0.017 -0.023
C -2.06373 -3.11960 2.62308 0.001 -0.012 0.000
C -1.63404 -2.52028 1.34050 0.118 0.057 0.003
O -1.42092 -1.30266 1.31886 -0.164 0.097 0.027
C -1.48817 -3.43589 0.24835 -0.166 -0.131 0.068
C -1.74594 -4.75176 0.47253 0.016 0.029 0.006
N -2.11629 -5.31571 1.64525 0.014 -0.031 0.024
C -2.30653 -4.48997 2.75357 -0.003 -0.121 -0.051
C -1.04802 -3.08542 -1.17779 0.070 0.043 0.028
O -1.04528 -4.02051 -1.98712 -0.015 -0.087 -0.019
O -0.71546 -1.89242 -1.39351 0.036 0.091 0.034
H -1.69949 -8.62405 0.93146 -0.008 0.002 -0.004
H -0.53046 -7.30293 0.78144 0.017 -0.007 0.013
H -1.90410 -7.40818 -0.32113 -0.009 0.012 -0.017
H -3.47350 -6.90204 1.48739 0.007 0.001 0.007
H -1.09556 -7.14215 3.36022 -0.003 -0.017 0.009
H -2.38594 -8.32992 3.16623 -0.013 0.002 0.006
H -2.80792 -6.81368 5.14542 0.013 -0.002 0.002
H -4.06146 -6.68616 3.92290 -0.006 -0.002 0.015
H -3.17778 -4.54642 6.02886 -0.003 0.007 0.015
H -2.01569 -1.21504 3.60468 0.007 0.010 0.002
H -1.62251 -5.40090 -0.38034 -0.004 -0.011 -0.041
Cl 1.87506 2.97923 6.66243 -0.030 -0.045 -0.091
C 1.50640 2.12184 5.17873 0.022 0.005 -0.002
C 2.21902 0.96154 4.86209 0.051 -0.030 0.093
C 1.95880 0.29127 3.69886 0.070 -0.005 0.058
Cl 2.78912 -1.21103 3.39850 -0.007 0.115 0.056
C 1.01509 0.74899 2.71214 -0.088 0.039 0.166
O 0.91707 0.18672 1.59193 -0.037 -0.109 -0.273
C 0.22683 1.86438 3.15203 -0.122 0.090 -0.016
C -0.97668 2.29490 2.44844 0.151 -0.126 -0.042
O -1.48059 1.78265 1.47088 -0.056 0.073 0.017
C 0.50409 2.54135 4.34739 0.020 0.019 0.048
H 2.96675 0.57964 5.54482 -0.006 0.003 -0.007
H -1.47906 3.16651 2.91901 0.014 0.008 0.001
H -0.10456 3.39708 4.61723 0.000 0.004 -0.003
F -3.88843 7.48410 -5.53376 0.008 0.105 0.081
C -3.84880 6.25048 -6.08257 0.053 -0.095 0.069
F -5.09006 5.99147 -6.52618 -0.126 -0.059 -0.032
F -3.06576 6.36721 -7.17795 0.069 -0.014 -0.074
C -3.34000 5.21754 -5.12765 0.000 0.031 -0.026
C -2.06142 5.36978 -4.60122 0.022 0.001 0.004
C -1.55905 4.43531 -3.71825 0.027 0.030 -0.005
C -2.32020 3.32195 -3.33611 -0.010 -0.065 0.047
C -3.60282 3.18536 -3.87696 0.001 -0.003 0.000
C -4.10873 4.12208 -4.76263 -0.011 0.004 -0.017
C -1.79652 2.35873 -2.41969 0.021 0.118 -0.066
C -1.32369 1.55744 -1.63670 -0.073 0.055 -0.028
H -1.45959 6.22345 -4.88758 0.003 0.007 0.001
H -0.56509 4.54894 -3.30789 0.004 -0.001 0.005
H -4.19502 2.32746 -3.59026 -0.017 0.000 -0.004
H -5.10177 3.99905 -5.17227 -0.012 -0.002 0.000
O 1.60821 -0.03731 -1.33356 0.227 0.194 0.133
P 2.94666 -0.62100 -1.02883 -0.345 0.028 -0.156
C 3.85127 0.29361 0.22382 0.025 0.107 0.009
C 3.42519 1.58937 0.50620 0.049 -0.038 0.046
C 4.09093 2.33632 1.46454 0.005 0.015 0.021
C 5.18496 1.79921 2.13199 -0.018 -0.008 -0.014
C 5.61190 0.51005 1.84852 -0.037 -0.003 -0.002
C 4.93733 -0.24640 0.90149 0.040 -0.003 0.017
C 2.84124 -2.32941 -0.48649 0.076 -0.202 -0.027
C 3.53446 -3.36332 -1.11055 -0.029 -0.007 0.033
C 3.33936 -4.67570 -0.70266 -0.014 0.006 0.007
C 2.44636 -4.95582 0.32096 0.004 0.020 0.000
C 1.75242 -3.92676 0.94365 0.055 -0.031 -0.007
C 1.94576 -2.61472 0.54540 -0.009 0.016 -0.006
C 3.96435 -0.59265 -2.52476 0.039 -0.037 0.005
C 5.35641 -0.63653 -2.51454 -0.001 -0.003 0.032
C 6.06200 -0.63066 -3.70754 -0.022 0.004 -0.039
C 5.37876 -0.57375 -4.91599 0.028 0.003 0.017
C 3.99314 -0.51813 -4.93007 -0.033 -0.003 0.018
C 3.28300 -0.52642 -3.73710 0.020 -0.033 -0.020
H 2.55125 1.98268 0.00224 0.007 -0.013 -0.018
H 3.74225 3.33201 1.70644 0.002 0.010 0.010
H 5.69168 2.37998 2.89210 0.009 0.017 0.004
H 6.44602 0.08105 2.38809 0.016 -0.002 0.007
H 5.23368 -1.27387 0.72030 -0.002 -0.005 -0.003
H 4.21065 -3.15306 -1.92903 0.015 0.022 -0.016
H 3.87155 -5.47816 -1.19704 0.001 -0.008 -0.005
H 2.28484 -5.98183 0.62839 0.004 -0.018 0.009
H 1.04989 -4.14212 1.73935 0.016 -0.012 0.024
H 1.41584 -1.80706 1.04074 0.016 -0.059 -0.075
H 5.89447 -0.66273 -1.57464 -0.013 -0.001 -0.003
H 7.14392 -0.66410 -3.69544 0.008 0.005 0.001
H 5.93049 -0.56457 -5.84765 0.002 -0.004 -0.006
H 3.46027 -0.46679 -5.87053 -0.004 0.005 -0.006
H 2.20143 -0.47531 -3.72911 -0.020 -0.002 0.002
```
Positions in Å, forces in eV/Å.

Relative energy (zero: lowest compared OMol25 entry of this formula, charge and spin): 0.000 eV
Total energy: -113860.25768 eV
Charge: -1
HOMO: -5.20 eV
LUMO energy: 2.069 eV
Gap between HOMO and LUMO: 7.273 eV
Max |F|: 0.00740 hartree/bohr

Atomic partial charges in e from the Mulliken method, atoms 1 to 4: 3.627, -1.738, 0.532, -0.935

Here is a 12-piece molecular cluster, CH22F3O14S overall at a distorted geometry from the Open Molecules 2025 dataset. Energies are from ωB97M-V with the def2-TZVPD basis set.

```
41
Properties=species:S:1:pos:R:3:forces:R:3
C 0.53860 -0.83307 -1.32563 -2.578 0.236 1.883
F 0.82716 -2.07630 -1.06650 0.812 -1.660 -0.338
F 1.65163 -0.17242 -1.55935 -0.072 0.374 -0.794
F -0.35365 -0.83526 -2.36100 1.430 0.637 1.079
S -0.22070 -0.26645 0.40572 -0.345 -1.036 1.879
O -0.85686 1.00824 0.16070 -0.056 0.012 -1.204
O -1.15179 -1.34167 0.86407 3.014 1.991 -2.171
O 0.93708 -0.03317 1.29969 -0.621 -0.846 -1.778
O -2.09643 1.62093 -2.22458 -0.546 -0.500 -0.130
H -1.83500 2.36682 -1.68466 0.327 0.719 0.443
H -2.06503 0.87150 -1.62992 -0.078 -0.058 0.199
O 1.06152 -1.57456 3.46748 0.165 0.130 1.457
H 0.96395 -0.97004 2.73178 -0.143 0.071 -0.326
H 0.84447 -2.43276 3.10334 0.152 0.117 -0.136
O -3.15731 -1.95569 2.20427 -1.235 -0.451 0.825
H -2.98466 -2.89713 2.21508 0.041 -0.126 0.006
H -2.39935 -1.57780 1.75825 0.161 0.288 -0.157
O -3.07734 1.45356 1.38965 -0.987 0.275 0.368
H -2.78973 1.56816 2.29539 0.018 -0.037 0.206
H -2.26719 1.44437 0.87993 0.168 -0.072 -0.126
O 0.42480 3.13046 1.23011 -0.190 0.849 -0.035
H 0.09040 2.30617 0.87661 -0.080 -0.512 -0.143
H 1.25533 2.89488 1.64358 0.308 0.011 0.442
O -1.78108 1.13909 -4.68290 0.283 -0.431 -1.801
H -1.78150 1.22904 -3.72994 -0.068 0.310 0.916
H -2.39155 1.81045 -4.98759 -0.101 0.061 0.019
O -1.33594 3.79889 -0.72028 -0.620 0.279 -0.561
H -0.93770 3.71321 0.14590 0.451 -0.025 0.503
H -0.99721 4.62751 -1.05925 0.087 0.080 -0.122
O 2.37335 1.91257 2.71502 0.501 0.249 0.215
H 2.19039 1.02516 2.40635 -0.325 -0.414 -0.306
H 2.84930 1.78772 3.53607 0.051 0.103 0.193
O 0.89947 -4.91406 -1.77985 -0.169 -0.173 0.057
H 1.50514 -5.36981 -1.19530 0.138 -0.188 0.106
H 1.45481 -4.32083 -2.28572 0.059 0.249 -0.154
O 1.14334 -3.52572 1.74867 0.081 -0.659 -0.164
H 0.52237 -4.25388 1.72809 -0.313 -0.152 -0.114
H 1.71917 -3.68014 0.99981 0.132 0.168 -0.202
O 3.89328 1.45923 -2.42680 0.289 0.199 0.006
H 4.02804 0.92354 -3.20853 -0.009 -0.089 -0.196
H 3.30643 0.93922 -1.87777 -0.135 0.024 0.154
```
Positions in Å, forces in eV/Å.

Relative energy (zero: lowest compared OMol25 entry of this formula, charge and spin): 1.358 eV
Total energy: -49049.65437 eV
Charge: -1
HOMO: -7.46 eV
LUMO energy: 2.009 eV
Gap between HOMO and LUMO: 9.470 eV
Max |F|: 0.08195 hartree/bohr

Atomic partial charges in e from the natural (NBO) method, atoms 1 to 4: 0.772, -0.320, -0.320, -0.311

Here is C26H73B2Mn2O13 as an isolated structure at a distorted geometry from the Open Molecules 2025 dataset. Energies are from ωB97M-V with the def2-TZVPD basis set.

```
116
Properties=species:S:1:pos:R:3:forces:R:3
Mn -1.25576 -3.77721 -1.31546 1.647 0.984 0.173
Mn 2.00913 -3.97936 0.20848 -0.372 0.413 -1.670
C -0.20776 -0.39001 0.08773 -0.782 -0.706 -0.326
C 0.59297 -1.30655 -0.83079 0.933 0.015 -0.488
O 0.41707 -2.70341 -0.70901 -0.947 -0.410 0.367
H -1.23880 -0.29318 -0.27515 0.027 -0.052 0.093
H 0.19969 0.62045 0.08819 0.153 -0.036 0.157
H -0.26061 -0.82531 1.08882 0.175 0.251 0.122
H 1.65545 -1.10163 -0.63333 -0.062 0.065 -0.121
H 0.43771 -1.03756 -1.88192 -0.024 0.229 0.079
B -0.56859 -5.50492 0.04717 -0.196 -0.586 0.741
H -0.87960 -6.54465 0.54158 -0.108 -0.086 -0.198
H -0.56813 -5.55826 -1.15667 0.219 -0.326 -1.018
H -1.34017 -4.65771 0.38206 -0.435 0.255 0.603
H 0.50868 -5.18944 0.45899 0.310 -0.008 0.238
B 2.89588 -4.95986 -1.63429 0.467 0.356 -0.245
H 2.30752 -3.92980 -1.93621 -0.187 0.045 -0.187
H 3.83922 -4.58341 -0.94534 0.111 -0.160 0.348
H 2.15320 -5.67469 -1.00987 -0.290 -0.263 0.491
H 3.28589 -5.57546 -2.57901 0.045 0.063 -0.065
C 4.30524 -1.74638 -0.51571 0.364 0.413 -0.874
O 3.49392 -2.36463 0.46250 -0.115 0.160 0.491
C 3.31022 -1.51478 1.59736 0.429 0.226 0.018
C 2.56530 -2.26821 2.66956 -0.022 0.599 0.063
O 1.50640 -3.01144 2.06174 0.369 -0.223 0.313
C 0.52034 -3.45629 2.98585 -0.249 0.001 0.348
H 3.93036 -0.75410 -0.79419 -0.174 -0.010 0.334
H 4.28594 -2.32592 -1.43440 -0.016 -0.363 0.234
H 5.33691 -1.62745 -0.17870 -0.052 -0.161 0.189
H 2.81785 -0.58184 1.31795 -0.320 -0.237 -0.202
H 4.28210 -1.19720 1.98969 0.015 -0.148 0.046
H 2.13379 -1.51679 3.33603 0.062 -0.093 0.119
H 3.23993 -2.91612 3.23370 -0.160 -0.221 -0.031
H 0.94888 -3.93824 3.86905 0.267 -0.075 -0.197
H -0.10572 -4.17054 2.45954 -0.120 0.078 0.029
H -0.05837 -2.60345 3.35189 -0.066 0.012 -0.207
C -4.46153 4.25404 3.60032 -0.200 -0.398 -0.074
O -3.95748 2.97656 3.23939 -0.143 0.052 0.060
C -3.88444 2.80568 1.84672 0.296 -0.024 0.033
C -3.31382 1.44753 1.52322 0.748 0.454 0.007
O -4.22988 0.39949 1.69013 -0.002 -0.312 -0.481
C -4.36872 -0.08496 3.00506 -0.047 -0.547 0.379
H -5.40581 4.45649 3.08239 0.047 0.045 -0.042
H -3.74004 5.03827 3.35880 -0.001 0.067 0.087
H -4.67175 4.20960 4.66537 0.162 0.186 0.051
H -3.21396 3.56293 1.40870 -0.160 0.072 -0.030
H -4.88001 2.87670 1.38692 0.032 0.166 -0.005
H -2.37885 1.28099 2.08213 -0.264 -0.049 0.341
H -2.95110 1.49031 0.48916 -0.483 -0.289 -0.155
H -3.39731 -0.36654 3.43310 0.032 0.240 0.021
H -4.95818 -1.00344 2.95580 -0.055 0.091 -0.143
H -4.88340 0.59758 3.68164 0.150 0.207 -0.111
C 6.64783 1.80036 4.43061 0.104 0.320 -0.180
O 5.37657 1.24285 4.18338 -0.028 -0.207 0.383
C 4.33837 2.16861 4.40196 0.371 0.153 -0.301
C 3.01793 1.46514 4.34077 -0.844 0.270 0.728
O 2.65926 1.03211 3.04659 -0.048 -0.359 0.031
C 2.10267 2.02250 2.22060 -0.365 0.138 -0.239
H 6.77378 2.13066 5.46802 -0.157 -0.108 0.040
H 6.80754 2.67720 3.78856 0.105 -0.094 -0.014
H 7.39651 1.04413 4.21146 -0.017 -0.015 -0.051
H 4.40106 2.94506 3.62386 -0.138 0.050 0.074
H 4.43249 2.69021 5.36445 0.092 -0.204 0.067
H 2.25285 2.11791 4.79547 -0.005 0.181 -0.497
H 2.97268 0.60324 5.01131 0.485 -0.213 -0.261
H 2.67098 2.95451 2.25184 0.001 0.017 -0.075
H 1.05135 2.23275 2.46327 0.122 0.028 0.303
H 2.08532 1.64025 1.19782 0.258 0.029 0.016
C -0.09152 4.01245 0.13038 0.133 -0.262 0.317
O -0.45752 5.26579 -0.38302 -0.373 0.107 0.080
C -1.09632 5.19738 -1.63916 0.216 -0.399 -0.108
C -2.30432 4.28578 -1.73669 -0.066 0.124 0.115
O -1.92656 2.92188 -1.86139 0.159 -0.187 -0.030
C -3.01859 2.14044 -2.27524 -0.462 0.158 0.185
H -0.95184 3.41672 0.46102 -0.057 0.021 -0.230
H 0.51100 4.17678 1.02415 0.152 0.168 -0.158
H 0.47261 3.43508 -0.61209 0.022 -0.058 0.082
H -0.38084 4.85503 -2.40252 0.010 0.123 0.003
H -1.41950 6.20845 -1.87823 0.077 0.061 0.021
H -2.85586 4.59672 -2.63453 -0.101 -0.055 0.057
H -2.95986 4.39004 -0.86134 -0.040 0.148 -0.078
H -3.34958 2.41920 -3.28376 -0.016 -0.023 0.027
H -3.86267 2.28976 -1.58747 -0.052 -0.128 -0.098
H -2.75164 1.08280 -2.27475 0.250 0.047 0.062
C -1.81695 -1.92554 -4.09208 0.203 -0.294 -0.682
O -2.10701 -2.25416 -2.73744 -0.334 -0.525 0.449
C -3.49811 -2.11492 -2.38319 0.585 0.848 -0.320
C -3.57770 -1.90839 -0.89738 -1.383 0.191 0.042
O -2.80866 -2.89373 -0.22641 -0.573 0.223 0.064
C -3.20320 -3.03635 1.13518 -0.499 -0.286 0.757
H -0.78703 -2.21299 -4.29476 0.080 0.183 0.158
H -1.94777 -0.85870 -4.27938 -0.012 0.004 0.221
H -2.44898 -2.48218 -4.79099 -0.127 -0.030 0.190
H -4.08504 -2.95902 -2.75251 0.150 -0.177 0.136
H -3.88335 -1.21022 -2.86427 -0.071 -0.056 -0.014
H -4.64339 -2.00624 -0.64359 0.121 -0.270 0.141
H -3.35433 -0.89455 -0.55567 0.593 -0.098 -0.142
H -3.01751 -2.12376 1.70166 0.056 0.089 -0.183
H -2.69723 -3.87332 1.60616 0.382 0.076 -0.292
H -4.26542 -3.29066 1.19229 -0.038 0.246 -0.181
C -0.92688 2.92957 -4.94511 0.184 0.199 0.036
O 0.37501 2.43015 -4.73449 0.157 0.262 0.013
C 0.40897 1.13210 -4.22215 -0.727 -0.492 -0.190
C 1.84221 0.65218 -4.27447 -0.231 -0.141 0.086
O 1.84257 -0.73494 -4.01632 -0.147 -0.134 -0.046
C 3.13734 -1.29448 -3.99458 0.293 0.272 0.427
H -1.43129 3.08862 -3.98689 -0.005 -0.119 -0.257
H -1.50124 2.26489 -5.60016 -0.081 -0.079 0.087
H -0.81673 3.88634 -5.45117 -0.006 0.028 -0.009
H -0.23470 0.46945 -4.83138 0.343 0.051 -0.182
H -0.03783 1.05187 -3.21655 0.323 0.281 0.129
H 2.43245 1.19680 -3.52671 0.143 -0.035 -0.088
H 2.23340 0.85098 -5.27739 0.130 0.107 0.056
H 3.04880 -2.36695 -3.83671 -0.073 -0.025 -0.197
H 3.71142 -0.88900 -3.15041 -0.036 0.061 -0.035
H 3.71425 -1.06056 -4.89516 -0.196 -0.154 -0.151
```
Positions in Å, forces in eV/Å.

Relative energy (zero: lowest compared OMol25 entry of this formula, charge and spin): 0.000 eV
Spin multiplicity: 11
Total energy: -118744.29891 eV
Charge: +1
<S²>: 30.008
HOMO (spin up / spin down): -11.39 / -11.71 eV
LUMO energy (spin up / spin down): -2.158 / -2.734 eV
Gap between HOMO and LUMO (spin up / spin down): 9.227 / 8.979 eV
Max |F|: 0.03745 hartree/bohr

Atomic partial charges in e from the Mulliken method, atoms 1 to 4: 0.435, 0.301, 0.218, 0.296

Here is one molecule with the formula C5H11NO from the Open Molecules 2025 dataset. Energies are from ωB97M-V with the def2-TZVPD basis set.

```
18
Properties=species:S:1:pos:R:3:forces:R:3
C 2.15341 -0.16554 -1.30249 0.061 -0.059 -0.161
C 1.40387 -1.00451 -0.27128 0.114 0.224 0.018
C 1.30520 -0.21274 0.97652 0.006 0.056 0.241
N 0.12024 -0.15563 0.09884 -0.136 -0.033 -0.085
C -1.17665 -0.67992 0.55640 -0.038 -0.094 0.058
C -2.30771 0.26431 0.17032 -0.037 -0.354 -0.167
O -2.22472 1.51155 0.82869 0.206 0.168 -0.004
H 1.81024 -0.32391 -2.33151 0.009 -0.095 0.166
H 3.20780 -0.46550 -1.27069 -0.169 -0.002 -0.009
H 2.14916 0.93584 -1.11519 -0.110 -0.232 0.026
H 0.05161 0.63782 -0.52185 0.046 0.345 0.175
H 1.79255 0.75852 1.12202 -0.003 -0.140 -0.091
H 1.07852 -0.72540 1.91182 0.058 0.123 -0.119
H -1.31303 -1.67973 0.13722 -0.043 0.098 -0.014
H -1.15182 -0.75244 1.64890 0.020 -0.065 -0.185
H -2.34230 0.38664 -0.92453 0.025 0.027 0.142
H -3.26186 -0.17151 0.48019 0.162 -0.009 -0.079
H -1.36718 1.90895 0.63233 -0.171 0.040 0.086
```
Positions in Å, forces in eV/Å.

Relative energy (zero: lowest compared OMol25 entry of this formula, charge and spin): 4.497 eV
Total energy: -8897.20002 eV
Charge: 0
HOMO: -7.39 eV
LUMO energy: 0.667 eV
Gap between HOMO and LUMO: 8.052 eV
Max |F|: 0.00765 hartree/bohr

Atomic partial charges in e from the natural (NBO) method, atoms 1 to 4: -0.682, -0.191, -0.270, -0.447

Q: What is the charge in the fourth record?
A: 0

Q: What is the relative energy (zero: lowest compared OMol25 entry of this formula, charge and spin) in the fourth record?
A: 4.497 eV